(1)
Below is one molecule with the formula C23H17N3O3S in a non-equilibrium geometry, with properties calculated with wB97M-V/def2-TZVPD.

Computed properties:
**HOMO**: -8.055 eV
**LUMO energy**: -0.90 eV
**Spin multiplicity**: 1
**SMILES**: C=CCOc1ccccc1/C=c1\sc2nc(-c3oc4ccccc4c3C)nn2c1=O
**Net charge**: 0
**Frontier orbital gap**: 7.15 eV

Each line ends with the Mulliken charge.
Atoms and positions in Å:
C -3.877 -0.987 2.439  -0.7051
C -4.208 -1.839 1.487  0.0544
C -5.585 -1.922 0.893  -0.6165
O -5.625 -1.316 -0.400  -0.5122
C -5.557 0.056 -0.390  0.1249
C -6.690 0.804 -0.108  -0.4119
C -6.638 2.187 -0.125  -0.5499
C -5.446 2.832 -0.415  -0.8469
C -4.308 2.099 -0.681  -0.6233
C -4.335 0.702 -0.670  0.9386
C -3.181 -0.122 -0.919  -0.2454
C -1.872 0.169 -0.802  -0.1196
S -1.143 1.708 -0.307  -0.3402
C 0.414 0.981 -0.362  0.6803
N 1.631 1.366 -0.127  -0.6378
C 2.365 0.233 -0.389  0.2479
C 3.789 0.200 -0.249  1.4734
O 4.419 1.336 0.169  -0.5505
C 5.733 1.046 0.223  -0.0578
C 6.769 1.888 0.598  -1.2187
C 8.045 1.362 0.577  -0.3248
C 8.286 0.040 0.194  -0.6513
C 7.260 -0.798 -0.178  -0.4953
C 5.959 -0.292 -0.165  1.2063
C 4.672 -0.830 -0.471  -0.2648
C 4.375 -2.209 -0.929  -1.4835
N 1.639 -0.804 -0.767  -1.4420
N 0.381 -0.332 -0.755  0.7909
C -0.858 -0.887 -1.024  0.6187
O -1.075 -2.024 -1.354  -0.5966
H -2.875 -0.928 2.827  0.2955
H -4.600 -0.321 2.882  0.2351
H -3.469 -2.492 1.042  0.2949
H -5.873 -2.961 0.721  0.3155
H -6.317 -1.442 1.555  0.3720
H -7.615 0.291 0.110  0.4870
H -7.529 2.760 0.085  0.3881
H -5.406 3.910 -0.435  0.4126
H -3.389 2.608 -0.926  0.4285
H -3.397 -1.149 -1.196  0.6219
H 6.575 2.907 0.891  0.4557
H 8.879 1.986 0.862  0.3835
H 9.302 -0.327 0.194  0.3765
H 7.447 -1.819 -0.473  0.4540
H 3.306 -2.331 -1.073  0.3995
H 4.727 -2.930 -0.192  0.3210
H 4.893 -2.410 -1.866  0.3176

(2)
Below is C23H18AsCl3F6FeN2O4SSi as an isolated structure, with properties calculated with wB97M-V/def2-TZVPD.

Computed properties:
**HOMO (alpha / beta)**: -8.113 / -8.177 eV
**LUMO energy (alpha / beta)**: -0.48 / -0.57 eV
**Spin multiplicity**: 5
**Net charge**: 0
**Frontier orbital gap (alpha / beta)**: 7.64 / 7.61 eV
**Expectation value of S²**: 6.010

Each line ends with the Mulliken charge.
Atoms and positions in Å:
Fe -0.728 0.287 0.610  1.2544
C 0.172 0.139 4.825  -1.9369
C 0.416 0.294 3.348  1.3422
O -0.586 0.499 2.643  -0.5820
C 1.767 0.215 2.817  0.7131
C 2.831 -0.055 3.704  -1.0986
C 4.135 -0.112 3.289  -0.9405
C 4.421 0.117 1.935  -0.4400
C 3.418 0.380 1.041  -0.7791
C 2.060 0.422 1.437  0.3214
O 1.168 0.656 0.518  -0.1866
H -0.886 0.294 5.014  0.3953
H 0.765 0.843 5.408  0.4874
H 0.438 -0.873 5.133  0.4159
H 2.610 -0.231 4.747  0.3857
H 4.928 -0.329 3.991  0.3935
H 5.448 0.084 1.590  0.3988
H 3.627 0.558 -0.006  0.5166
O -1.843 -0.521 -3.831  -0.6633
S -1.407 -0.805 -2.499  0.7111
O -2.493 -1.672 -1.771  0.2425
N -1.096 0.368 -1.553  0.7386
C -0.933 1.694 -2.022  0.1572
C -0.607 2.072 -3.299  -0.7121
C -0.499 3.437 -3.643  -0.9604
C -0.702 4.421 -2.723  -0.9425
C -1.001 4.069 -1.387  0.8805
C -1.192 5.022 -0.361  -0.5124
C -1.442 4.611 0.916  -0.9800
C -1.485 3.231 1.183  -0.3082
N -1.329 2.323 0.251  0.0805
C -1.103 2.710 -1.034  0.2808
C -0.078 -1.936 -2.499  0.4875
C -0.242 -3.130 -3.195  -0.6110
C 0.796 -4.039 -3.191  -0.6606
C 1.971 -3.750 -2.502  -0.5525
C 2.118 -2.551 -1.825  -0.6123
C 1.085 -1.623 -1.817  -0.2159
H -0.448 1.328 -4.064  0.4923
H -0.252 3.692 -4.665  0.3911
H -0.625 5.467 -2.992  0.4049
H -1.129 6.075 -0.604  0.4343
H -1.586 5.316 1.721  0.4047
H -1.637 2.861 2.190  0.6259
H -1.168 -3.341 -3.713  0.4790
H 0.688 -4.980 -3.712  0.3975
H 2.774 -4.475 -2.489  0.4010
H 3.026 -2.337 -1.278  0.4797
H 1.179 -0.697 -1.265  0.3181
Cl -5.171 -1.201 -3.017  -0.2427
Si -4.077 -1.424 -1.334  0.3383
Cl -4.632 -3.055 -0.324  -0.1841
Cl -4.238 0.258 -0.223  -0.1637
F 0.397 -2.113 1.026  -0.5293
As -1.019 -3.007 1.528  2.1560
F -2.514 -3.714 1.977  -0.4990
F -0.097 -4.394 1.917  -0.4974
F -0.834 -2.359 3.116  -0.5224
F -1.239 -3.538 -0.100  -0.4489
F -1.921 -1.483 1.066  -0.7431

We obtain relative energy (zero: lowest compared OMol25 entry of this formula, charge and spin) values of 335.46 14.70 kJ/mol for the records listed above, in that order.